CH4N3P in the gas phase in a non-equilibrium geometry, computed with ωB97M-V with the def2-TZVPD basis set.

Structure (XYZ):
```
9
Properties=species:S:1:pos:R:3
C -0.19500 1.05456 -0.24500
N 1.13533 0.62975 0.13543
N 1.45095 -0.50173 0.20131
N 0.32779 -1.28619 -0.02082
P -1.22254 -0.55300 0.00110
H -0.61766 2.05096 0.24499
H -0.02123 1.20551 -1.40834
H 0.51346 -2.30316 -0.26348
H -1.37109 -0.29670 1.35481
```

Output
M, g mol⁻¹: 89.04
Net charge: 0
Energy above the lowest of the compared OMol25 structures with the same formula, charge and spin, eV: 2.3865
2S+1: 1
SMILES: C1N=NNP1
DFT total energy, hartree: -546.034658

---

2 unconnected molecules or ions with the total composition CH4N3S in a non-equilibrium geometry, computed with ωB97M-V with the def2-TZVPD basis set.

Structure (XYZ):
```
9
Properties=species:S:1:pos:R:3
C -0.54166 0.20076 0.15414
N 1.48975 -2.45029 1.31213
N 0.54798 0.83161 -0.40016
N 0.95092 -1.59149 1.74394
S -0.33471 0.05115 -1.68331
H -0.27970 -0.79586 0.79943
H -1.37811 0.83324 0.47945
H 0.68910 1.84585 -0.40769
H -1.14357 1.07502 -1.99793
```

Output
M, g mol⁻¹: 90.13
Net charge: +1
Energy above the lowest of the compared OMol25 structures with the same formula, charge and spin, eV: 0.0000
2S+1: 1
DFT total energy, hartree: -602.621356

---

CH4N4 in the gas phase in a non-equilibrium geometry, computed with ωB97M-V with the def2-TZVPD basis set.

Structure (XYZ):
```
9
Properties=species:S:1:pos:R:3
C 1.99945 -0.79871 -0.08133
N 1.97787 0.49719 0.07232
N 0.70830 0.88873 0.10936
N -0.00362 -0.15561 0.41408
N -1.35157 0.00189 0.14033
H 2.66870 -1.32158 0.41379
H 0.51345 1.63446 -0.55499
H -1.59890 0.76286 -0.55621
H -1.84805 -0.82986 -0.11237
```

Output
M, g mol⁻¹: 72.07
Net charge: 0
Energy above the lowest of the compared OMol25 structures with the same formula, charge and spin, eV: 7.5958
2S+1: 1
DFT total energy, hartree: -259.280775

---

CH4N4O in the gas phase in a non-equilibrium geometry, computed with ωB97M-V with the def2-TZVPD basis set.

Structure (XYZ):
```
10
Properties=species:S:1:pos:R:3
C 0.15201 0.52405 -0.39183
H -0.17530 -1.31449 -1.32382
H 1.36626 -1.28598 -0.26714
H 1.42413 1.81040 -1.00087
H -0.81449 1.33040 1.05046
N 0.63514 -0.80714 -0.99874
N 0.65146 1.78736 -0.38376
N -0.73288 0.43039 0.74905
N -1.33601 -0.62019 1.48929
O -1.17032 -1.85481 1.07737
```

Output
M, g mol⁻¹: 88.07
Net charge: 0
Energy above the lowest of the compared OMol25 structures with the same formula, charge and spin, eV: 2.9241
2S+1: 1
SMILES: [H]/N=C(\N)NN=O
DFT total energy, hartree: -334.612356

---

A gas-phase ion, CH4N5 (charge +1) in a non-equilibrium geometry, computed with ωB97M-V with the def2-TZVPD basis set.

Structure (XYZ):
```
10
Properties=species:S:1:pos:R:3
C 0.02585 0.37945 1.68671
N -0.52865 0.42866 -2.00312
N -0.75293 0.83808 -0.81438
N 0.53386 -0.89182 -0.62841
N 0.21843 -0.65288 -1.81358
N -0.14133 0.04889 0.06046
H -0.80931 1.07493 1.67161
H -0.27935 -0.54081 2.20206
H 1.08925 0.60005 2.15844
H 0.64418 -1.28455 -2.51977
```

Output
M, g mol⁻¹: 86.08
Net charge: +1
⟨S²⟩: 2.027
Energy above the lowest of the compared OMol25 structures with the same formula, charge and spin, eV: 5.3348
2S+1: 3
DFT total energy, hartree: -313.686665

---

A gas-phase ion, CH4N5O2 (charge +1) in a non-equilibrium geometry, computed with ωB97M-V with the def2-TZVPD basis set.

Structure (XYZ):
```
12
Properties=species:S:1:pos:R:3
C 0.18165 -0.18618 -0.62564
N 1.62327 -1.58613 -1.23496
N -1.12697 0.98896 -0.65777
N 0.69207 -0.78683 -1.66862
N 0.69979 -0.51539 0.55041
N -1.64235 1.37166 0.61071
O 0.54631 -0.27271 1.71312
O 1.84017 -1.49785 0.10421
H 2.27813 -1.99911 -1.80104
H -2.10744 0.59901 1.28987
H -2.18703 2.25476 0.40855
H -0.79760 1.62982 1.31115
```

Output
M, g mol⁻¹: 118.08
Net charge: +1
Energy above the lowest of the compared OMol25 structures with the same formula, charge and spin, eV: 4.4170
2S+1: 1
SMILES: [NH3+]/N=c1/n[nH+]on1[O-]
DFT total energy, hartree: -464.132647

---

CH4N6 in the gas phase in a non-equilibrium geometry, computed with ωB97M-V with the def2-TZVPD basis set.

Structure (XYZ):
```
11
Properties=species:S:1:pos:R:3
C 0.37645 -0.59384 0.49900
H -1.87116 1.50705 -0.54045
H -2.15097 -0.18190 -0.94520
H 2.52954 -0.32044 0.76233
H -0.93927 -1.55153 1.25730
N -1.69009 0.49670 -0.23054
N -0.25754 0.16545 -0.45172
N 0.60331 0.98637 -1.28713
N 1.73975 0.80391 -0.79815
N 1.62822 -0.03626 0.26254
N 0.03177 -1.27551 1.47201
```

Output
M, g mol⁻¹: 100.09
Net charge: 0
Energy above the lowest of the compared OMol25 structures with the same formula, charge and spin, eV: 1.2950
2S+1: 1
SMILES: [H]/N=c1/[nH]nnn1N
DFT total energy, hartree: -368.927540

---

CH4N6 in the gas phase in a non-equilibrium geometry, computed with ωB97M-V with the def2-TZVPD basis set.

Structure (XYZ):
```
11
Properties=species:S:1:pos:R:3
C 0.01154 0.55299 -0.14950
H 1.77949 -0.88878 -1.00349
H 2.53471 0.15362 -2.19372
H -0.48363 -1.93654 1.51162
H 0.18558 -1.21612 -0.88882
N 1.51482 0.04444 -1.62283
N 0.85869 1.14583 -0.84827
N -0.95136 0.98065 0.81641
N -1.40694 -0.01822 1.33835
N -0.89344 -1.24671 0.76758
N 0.29460 -0.82458 0.04468
```

Output
M, g mol⁻¹: 100.09
Net charge: 0
Energy above the lowest of the compared OMol25 structures with the same formula, charge and spin, eV: 3.5134
2S+1: 1
SMILES: N/N=c1/nn[nH][nH]1
DFT total energy, hartree: -368.846014

---

CH4N6O in the gas phase in a non-equilibrium geometry, computed with ωB97M-V with the def2-TZVPD basis set.

Structure (XYZ):
```
12
Properties=species:S:1:pos:R:3
C -0.25626 -0.11985 -0.16517
H -3.42457 0.47107 -0.02545
H -2.60303 -1.07722 0.37391
H 2.20339 0.71528 1.06734
H 2.08436 1.92341 -0.11139
N -2.69564 -0.29037 -0.17448
N -1.40489 0.35977 -0.46203
N 0.25138 -1.40220 0.46649
N 1.41400 -1.71950 -0.04016
N 1.03942 0.46753 -0.56661
N 1.52423 1.29131 0.46494
O 1.86762 -0.61923 -0.82741
```

Output
M, g mol⁻¹: 116.08
Net charge: 0
Energy above the lowest of the compared OMol25 structures with the same formula, charge and spin, eV: 3.5730
2S+1: 1
SMILES: N/N=c1\nnon1N
DFT total energy, hartree: -444.055663

---

2 unconnected molecules or ions with the total composition CH4NO in a non-equilibrium geometry, computed with ωB97M-V with the def2-TZVPD basis set.

Structure (XYZ):
```
7
Properties=species:S:1:pos:R:3
C 0.37541 0.38552 -0.16650
N -0.83938 -0.07504 0.47044
O -1.53508 -0.63945 -0.46241
H 1.14683 -0.47336 -0.55938
H 0.18633 1.01784 -1.15447
H 0.97939 0.95346 0.42362
H -0.31350 -1.16897 1.44869
```

Output
M, g mol⁻¹: 46.05
Net charge: -1
Energy above the lowest of the compared OMol25 structures with the same formula, charge and spin, eV: 3.9482
2S+1: 1
DFT total energy, hartree: -170.334943

---

A gas-phase ion, CH4NO (charge -1) in a non-equilibrium geometry, computed with ωB97M-V with the def2-TZVPD basis set.

Structure (XYZ):
```
7
Properties=species:S:1:pos:R:3
N -0.47242 0.89087 0.55540
C 0.01097 -0.62554 -0.27564
O 1.00110 -0.51713 -1.17028
H -0.28235 1.32689 -0.30793
H 0.40505 1.12180 1.17317
H -0.91806 -1.05798 -0.65178
H 0.25571 -1.13890 0.67706
```

Output
M, g mol⁻¹: 46.05
Net charge: -1
Energy above the lowest of the compared OMol25 structures with the same formula, charge and spin, eV: 0.7230
2S+1: 1
SMILES: NC[O-]
DFT total energy, hartree: -170.453469

---

2 unconnected molecules or ions with the total composition CH4NO2 in a non-equilibrium geometry, computed with ωB97M-V with the def2-TZVPD basis set.

Structure (XYZ):
```
8
Properties=species:S:1:pos:R:3
O -1.17537 1.36638 0.73351
H -1.46748 0.50031 1.05077
C 0.63535 -0.66717 0.08537
N 1.10982 0.36802 -0.90476
O -0.31078 -1.41196 0.10557
H -0.35830 0.99520 0.32826
H 2.07294 0.06066 -0.94239
H 0.81738 0.28222 -1.90894
```

Output
M, g mol⁻¹: 62.05
Net charge: -1
Energy above the lowest of the compared OMol25 structures with the same formula, charge and spin, eV: 2.7127
2S+1: 1
DFT total energy, hartree: -245.697909